{"formula": "C29H54P2SiTi", "method": "ωB97M-V/def2-TZVPD", "elements": ["Ti", "C", "C", "C", "C", "C", "C", "H", "H", "H", "C", "H", "H", "H", "C", "H", "H", "H", "C", "H", "H", "H", "C", "H", "H", "H", "C", "C", "C", "C", "C", "C", "C", "C", "H", "H", "H", "H", "H", "H", "H", "H", "H", "H", "H", "H", "P", "C", "H", "H", "H", "C", "H", "H", "H", "C", "H", "H", "H", "P", "C", "H", "H", "H", "C", "H", "H", "H", "C", "H", "H", "H", "C", "Si", "C", "C", "C", "C", "H", "H", "H", "H", "H", "H", "H", "H", "H"], "positions_angstrom": [[0.070899, -0.102377, -0.190463], [0.357598, -2.244348, -0.338009], [1.224406, -1.649014, -1.348046], [1.990471, -0.960216, 0.732002], [0.883083, -1.872038, 0.951358], [2.204877, -0.827049, -0.678546], [-0.546116, -3.405684, -0.578678], [-1.079144, -3.337731, -1.522905], [-1.290756, -3.553607, 0.197206], [0.031849, -4.330396, -0.623032], [0.632022, -2.681583, 2.222367], [-0.272222, -3.332476, 2.113721], [0.370330, -2.128708, 3.076854], [1.579972, -3.192739, 2.557322], [2.861184, -0.330369, 1.763380], [3.768624, -0.926374, 1.884930], [2.367925, -0.305909, 2.727384], [3.156900, 0.708881, 1.567894], [3.492653, -0.316281, -1.216028], [4.190059, -1.155232, -1.151292], [3.898294, 0.482737, -0.596242], [3.424413, 0.032922, -2.246248], [1.421966, -2.344721, -2.645038], [1.905037, -3.305541, -2.410923], [2.030503, -1.746783, -3.323547], [0.472353, -2.551190, -3.142171], [-1.753083, 1.104867, -3.243966], [-1.507342, -0.167446, -3.598595], [-1.287717, -0.549615, -5.059055], [0.096552, -0.102457, -5.684311], [1.040710, 0.725136, -4.807856], [0.755138, 1.998123, -4.499044], [-0.538903, 2.663498, -4.983342], [-1.883591, 2.210753, -4.292357], [-2.094946, -0.139902, -5.703469], [-0.157724, 0.515996, -6.565350], [-1.345319, -1.648840, -5.138885], [-2.591738, 1.918012, -5.097130], [-1.768068, 1.437351, -2.198476], [-1.344075, -0.971399, -2.870892], [-2.304278, 3.098204, -3.789483], [-0.423150, 3.753115, -4.828613], [1.418677, 2.622711, -3.888021], [-0.652689, 2.462096, -6.066523], [0.634379, -1.012702, -6.018361], [1.925787, 0.195718, -4.438193], [-2.502209, -0.439872, 0.649701], [-2.604727, -1.522403, 2.094135], [-3.659248, -1.462506, 2.351519], [-1.962042, -1.140738, 2.886114], [-2.302036, -2.533171, 1.824637], [-3.435109, 1.038580, 1.134354], [-4.345584, 0.615248, 1.554799], [-3.634270, 1.653955, 0.253407], [-2.873924, 1.603464, 1.881333], [-3.629574, -1.318178, -0.481457], [-3.866964, -0.678119, -1.333370], [-4.485980, -1.509694, 0.163602], [-3.165981, -2.249489, -0.812953], [0.694299, 2.556959, 0.051811], [2.407746, 2.847791, -0.518287], [2.394199, 3.914089, -0.734150], [2.724351, 2.244114, -1.377594], [3.031377, 2.660119, 0.358959], [-0.503630, 3.829306, -0.497569], [-0.428444, 4.008166, -1.574887], [-0.221321, 4.675222, 0.130373], [-1.516220, 3.508746, -0.227929], [0.957248, 3.154803, 1.746006], [1.414970, 4.115941, 1.502480], [1.636023, 2.465078, 2.255754], [-0.020331, 3.237465, 2.229107], [1.087674, -2.320322, 5.484117], [0.293902, -0.639146, 5.042858], [-1.410923, -0.647040, 5.764177], [1.382283, 0.677092, 5.731983], [0.067607, -0.174919, 3.227080], [-0.181049, 0.239949, 2.053232], [1.167401, -2.426084, 6.579923], [2.114370, -2.449093, 5.106813], [0.530132, -3.210147, 5.151855], [-1.343657, -0.739490, 6.854803], [-1.877899, 0.314264, 5.515640], [-2.040051, -1.459854, 5.378058], [2.387393, 0.622335, 5.293487], [0.915773, 1.636173, 5.473596], [1.438626, 0.564010, 6.821157]], "forces_ev_per_angstrom": [[-1.8426, 2.8737, 2.5406], [2.0183, -0.4637, 0.3361], [0.4488, -0.4551, 1.4669], [-0.7354, -0.3057, -0.6866], [0.9254, -1.0162, -0.2010], [-0.9017, -1.6379, 0.5674], [-0.1872, -0.1822, -0.2822], [-0.0690, 0.1073, -0.1581], [-0.0354, 0.1280, 0.1200], [0.1221, -0.0326, 0.0082], [0.1089, -0.8795, -0.8956], [1.2455, -0.0768, -0.1696], [-0.1048, 0.8354, 0.4456], [-1.0424, -0.0746, -0.8388], [0.2524, -0.0768, 0.4820], [0.1496, 0.0724, -0.0990], [-0.1064, -0.1037, 0.0644], [-0.0688, -0.3064, -0.2670], [-0.0478, 0.2174, -0.2179], [0.1488, 0.1031, -0.2314], [-0.0061, -0.0354, -0.0854], [0.0869, -0.0613, -0.0155], [-0.3394, 0.3862, -0.4858], [-0.0028, 0.2562, -0.3273], [0.0916, -0.2506, -0.0345], [0.0774, -0.0821, -0.0775], [0.3355, -0.2176, -0.6568], [0.2737, 0.5479, -0.3608], [-0.1223, -0.3139, 0.1672], [0.2588, 0.0939, 0.0741], [-0.6683, -0.0553, 0.0124], [-0.4439, -0.2495, -0.0876], [0.5017, 0.0471, 0.0470], [-0.0410, 0.1295, 0.4017], [0.3930, -0.2480, 0.5192], [0.3191, -0.4750, 0.2108], [-0.0886, 0.4515, -0.0290], [0.3333, 0.0975, 0.6405], [-0.2256, -0.3177, -0.1580], [-0.1957, 0.3541, 0.0297], [-0.0045, -0.3721, -0.2854], [-0.1475, -0.5232, -0.3338], [-0.1016, -0.4073, -0.2007], [0.1611, 0.3314, 0.4879], [-0.3333, 0.6032, 0.0260], [-0.1510, 0.5100, -0.1069], [1.6678, -0.2423, -1.2595], [-0.1609, 0.3247, -0.0503], [-0.1370, -0.4524, 0.4038], [-0.3316, -0.1202, -0.1008], [-0.2142, 0.0093, 0.0396], [0.2465, -0.3852, -0.0847], [-0.3227, 0.5160, 0.0956], [-0.1326, -0.0514, 0.1723], [-0.1285, -0.0768, -0.0291], [0.0693, 0.4445, 0.4934], [-0.1559, -0.1994, 0.0414], [-0.4688, -0.2769, -0.5448], [-0.1586, 0.1034, 0.0308], [-0.3386, -2.0879, 0.0497], [-0.6354, 0.4867, -0.3963], [0.6974, 0.1625, -0.2491], [-0.1847, 0.3791, 0.2568], [0.0824, 0.0131, -0.2740], [0.6811, -0.2154, -0.0466], [-0.1141, 0.2193, 0.2628], [-0.3394, 0.4882, -0.5234], [0.2291, 0.0037, -0.0940], [-0.2765, -0.3642, -0.6524], [0.0383, 0.2077, 0.8176], [-0.2705, 0.3166, 0.1652], [0.4083, 0.0863, 0.2430], [0.1690, -0.2792, -0.2998], [0.0904, -0.4765, -0.3061], [-0.2213, 0.2610, 0.1551], [-0.0854, 0.2567, 0.1356], [-0.9618, 2.0195, -2.2300], [1.2657, -1.1227, 2.4183], [-0.1468, 0.3330, -0.2907], [-0.2476, 0.1809, 0.0018], [0.0038, 0.3534, -0.0038], [-0.1482, -0.0011, -0.1463], [-0.1155, -0.1938, 0.1510], [0.1592, 0.1774, 0.0878], [-0.2005, 0.0958, 0.1737], [0.3006, -0.0161, 0.2007], [0.1496, 0.1974, -0.1694]], "mulliken_charge": [-0.659, 0.776, 0.877, 0.983, 1.625, 0.658, -2.255, 0.415, 0.459, 0.314, -0.331, 0.328, -0.820, 0.385, -1.544, 0.451, -0.353, 0.199, -1.930, 0.361, 0.485, 0.331, -1.858, 0.311, 0.562, 0.195, 0.211, 0.353, -1.257, -0.991, -0.296, -0.321, -0.849, -1.188, 0.466, 0.349, 0.368, 0.418, 0.273, 0.206, 0.339, 0.382, 0.445, 0.360, 0.359, 0.488, 1.188, -0.939, 0.738, -0.281, 0.249, -1.266, 0.484, 0.355, 0.274, -1.409, 0.383, 0.515, 0.290, 1.673, -1.533, 0.535, 0.124, 0.489, -1.274, 0.269, 0.598, 0.263, -1.820, 0.708, 0.306, 0.352, -1.165, 0.075, -1.171, -1.019, -0.381, 0.163, 0.402, 0.357, 0.369, 0.356, 0.306, 0.343, 0.323, 0.299, 0.390], "e_homo_ev": [-10.6478, -10.8632], "multiplicity": 2, "largest_force_ev_per_a": 4.26, "e_tot_ev": -80511.687, "charge": 1}